Model 1:
# C5H9N2O

The ion C5H9N2O with charge +1 (ωB97M-V/def2-TZVPD, the OMol25 dataset).

Structure (XYZ):
```
17
Properties=species:S:1:pos:R:3:mulliken_charge:R:1
N -1.0130 -1.6985 -0.0104 -0.196
C -0.1036 -0.7339 0.6379 -0.717
C -0.5326 0.7961 0.7990 0.517
N 0.4782 1.6437 0.9450 -0.427
C 1.6844 1.0125 0.4307 -0.495
C 0.9811 -0.1842 -0.4127 0.046
O -0.0258 0.4227 -1.3409 -0.485
C -1.1712 1.1238 -0.5264 -0.540
H -1.9118 -1.6114 0.4476 0.347
H -0.4866 -2.5873 -0.0593 0.361
H -1.2262 -1.3347 -0.9539 0.376
H 0.3952 -1.2277 1.5093 0.511
H 2.5285 0.6696 1.1171 0.338
H 2.0779 1.6924 -0.3158 0.321
H 1.7241 -0.8693 -0.8884 0.457
H -2.1680 0.6687 -0.6505 0.225
H -1.2307 2.2174 -0.7283 0.359
```

For the HOMO-LUMO gap (alpha / beta), the calculation gives 0.3161 / 0.3163 Ha. The calculation puts the HOMO energy (alpha / beta) at -13.3 / -13.4 eV. Its total charge is +1. As for the SMILES: [NH3+][C@@H]1C2=NC[C@@H]1OC2.

=====

Model 2:
# C5H9N2O

The ion C5H9N2O with charge +1 (ωB97M-V/def2-TZVPD, the OMol25 dataset).

Structure (XYZ):
```
17
Properties=species:S:1:pos:R:3:mulliken_charge:R:1
C 2.2862 -0.6849 -0.1493 -1.256
C 0.8777 -0.3243 -0.3497 0.332
N 0.6162 0.9020 -0.7169 -0.104
C -0.5701 1.5762 -0.4716 -0.025
N -1.3140 1.1215 0.5541 -0.050
C -1.2141 -0.2225 0.9542 -0.611
C -1.8724 -1.2153 0.1166 0.079
O -2.3536 -1.0295 -0.9731 -0.434
H 2.5338 -1.4206 0.6799 0.337
H 2.7591 0.2454 0.3104 0.357
H 2.6510 -1.0885 -1.0681 0.323
H 0.3307 -1.1127 -0.8257 0.349
H 1.4027 1.4733 -1.0399 0.305
H -0.6764 2.5871 -0.9361 0.392
H -2.1267 1.6723 1.0429 0.339
H -1.2856 -0.2861 2.0645 0.407
H -2.0445 -2.1935 0.8078 0.261
```

For the HOMO-LUMO gap, the calculation gives 0.3111 Ha. The calculation puts the HOMO energy at -13.5 eV. Its total charge is +1. As for the SMILES: C/C=[NH+]/C=[NH+]\C=C/[O-].

=====

Most stable of them? model 2.

=====

Model 1:
# C3H7N3S2

An isolated molecule of C3H7N3S2 (ωB97M-V/def2-TZVPD, the OMol25 dataset).

Structure (XYZ):
```
15
Properties=species:S:1:pos:R:3:mulliken_charge:R:1
C -1.4044 2.9545 -0.7844 -0.746
N -0.2652 2.1024 -0.8846 -0.489
C 0.0224 0.9796 -0.3775 0.586
N -0.8514 0.4574 0.6002 -0.337
S -0.9417 -1.2092 1.2497 -0.029
C 0.7674 -1.7070 1.0158 -0.604
S 1.2887 -1.4114 -0.7771 -0.018
N 1.2255 0.4399 -0.7182 -0.390
H -1.5633 3.4679 -1.8144 0.244
H -1.1649 3.6228 0.1207 0.283
H -2.4178 2.5214 -0.3877 0.230
H -1.4957 1.0318 1.1652 0.270
H 1.4839 -1.1784 1.6974 0.304
H 0.9709 -2.7371 1.1840 0.363
H 1.5612 0.8396 -1.6327 0.332
```

For the HOMO-LUMO gap, the calculation gives 0.3151 Ha. The calculation puts the HOMO energy at -8.2 eV. Its total charge is 0. As for the SMILES: CN=C1NSCSN1.

=====

Model 2:
# C3H7N3S2

An isolated molecule of C3H7N3S2 (ωB97M-V/def2-TZVPD, the OMol25 dataset).

Structure (XYZ):
```
15
Properties=species:S:1:pos:R:3:mulliken_charge:R:1
C 1.0875 -0.3334 -0.0549 0.206
C 0.0403 -1.4359 -0.3569 -0.654
C 1.5790 1.9020 0.1075 -0.735
N -1.1488 -0.7388 -0.6534 0.315
N 0.7006 0.8623 -0.3732 -0.504
N -2.1051 -0.9622 0.1301 -0.328
S 2.5177 -1.0046 0.5260 -0.372
S -3.3201 0.2109 0.3528 -0.016
H 0.2675 -1.9982 -1.1760 0.244
H 0.0875 -2.1731 0.5685 0.326
H 2.2681 2.1774 -0.6698 0.217
H 0.8622 2.6409 0.3473 0.301
H 2.0302 1.3626 1.0025 0.299
H -0.7984 0.2369 -0.7677 0.478
H -4.0680 -0.7469 1.0170 0.223
```

For the HOMO-LUMO gap (alpha / beta), the calculation gives 0.1995 / 0.1996 Ha. The calculation puts the HOMO energy (alpha / beta) at -7.4 / -7.4 eV. Its total charge is 0.

=====

Most stable of them? model 1.